Record 1
# C25H24AsFeN4O11S2

A molecular structure, C25H24AsFeN4O11S2 (ωB97M-V/def2-TZVPD, the OMol25 dataset).

Calculated values
* multiplicity: 5
* highest occupied orbital energy (spin up / spin down): -5.278 / -5.278 eV
* orbital gap (spin up / spin down): 6.194 / 6.145 eV
* lowest unoccupied orbital energy (spin up / spin down): 0.0337 / 0.0319 Ha
* total charge: -1
* largest force on an atom: 1.017 eV/A

CARTESIAN COORDINATES (ANGSTROEM)
Fe1 -1.2355 0.5766 -0.4038
O1 1.1641 -0.2668 6.1394
C1 -0.1515 0.2192 5.9515
C2 -0.4481 0.2683 4.4784
C3 -1.7532 0.2986 4.0220
C4 -1.9843 0.3670 2.6600
N1 -0.9949 0.3994 1.7732
C5 0.2679 0.3762 2.2032
C6 0.5834 0.3073 3.5443
C7 1.3363 0.4278 1.1281
C8 2.6754 0.5183 1.4185
C9 3.5893 0.5882 0.3642
C10 5.0539 0.7788 0.6615
O2 5.2691 1.8384 1.5808
C11 3.1055 0.5366 -0.9246
C12 1.7357 0.4534 -1.1336
N2 0.8794 0.4103 -0.1216
H1 1.3698 -0.2613 7.0775
H2 -0.2566 1.2328 6.3554
H3 -0.8941 -0.4157 6.4433
H4 -2.5905 0.2628 4.7072
H5 -2.9887 0.3850 2.2559
H6 1.6058 0.2647 3.8816
H7 3.0326 0.5756 2.4360
H8 5.6019 0.9430 -0.2705
H9 5.4587 -0.1185 1.1317
H10 4.7051 2.5791 1.3291
H11 3.7731 0.5947 -1.7746
H12 1.2897 0.4609 -2.1211
O3 -1.7345 1.5627 -4.8225
As1 -1.7020 2.0758 -3.1260
O4 -3.2194 2.5746 -2.7568
O5 -1.1634 0.6470 -2.3657
C13 -0.2594 3.3627 -3.3063
C14 0.1507 3.6535 -4.6099
C15 1.1758 4.5559 -4.8412
C16 1.8054 5.1866 -3.7787
C17 1.4041 4.9207 -2.4832
C18 0.3766 4.0129 -2.2391
S1 -0.0544 3.7943 -0.5225
O6 1.1423 3.3011 0.1385
O7 -0.5269 5.0673 -0.0499
O8 -1.1253 2.7759 -0.6279
H13 -2.5865 1.1231 -4.9353
H14 -0.3411 3.1614 -5.4346
H15 1.4820 4.7685 -5.8580
H16 2.6059 5.8927 -3.9628
H17 1.8767 5.4171 -1.6453
N3 -4.3650 0.5483 -0.8344
C19 -3.2836 0.5465 -0.4355
H18 -5.1838 0.8001 -1.3493
N4 -0.8929 -1.9693 -0.7904
C20 -1.2052 -3.3483 -0.5715
C21 -1.4656 -3.7851 0.7172
C22 -1.7618 -5.1212 0.9565
C23 -1.8184 -6.0326 -0.0884
C24 -1.5749 -5.5776 -1.3821
C25 -1.2694 -4.2483 -1.6267
S2 -2.1668 -7.7619 0.2045
O9 -3.4259 -7.9986 -0.4869
O10 -1.0309 -8.4544 -0.3881
O11 -2.2470 -7.8627 1.6575
H19 -0.5262 -1.7614 -1.7105
H20 -0.2139 -1.6796 -0.0980
H21 -1.4323 -3.0728 1.5379
H22 -1.9533 -5.4826 1.9588
H23 -1.6163 -6.2877 -2.1991
H24 -1.0724 -3.9054 -2.6374

***

Record 2
# C5H7N3

2 unconnected molecules or ions with the total composition C5H7N3 (ωB97M-V/def2-TZVPD, the OMol25 dataset).

Calculated values
* highest occupied orbital energy (spin up / spin down): -8.227 / -8.226 eV
* orbital gap (spin up / spin down): 8.084 / 8.082 eV
* lowest unoccupied orbital energy (spin up / spin down): -0.0052 / -0.0053 Ha
* total charge: 0
* largest force on an atom: 1.957 eV/A

CARTESIAN COORDINATES (ANGSTROEM)
C1 2.0354 -0.0082 -0.3496
C2 -1.3480 0.8631 0.1454
C3 -1.2246 -1.2259 -0.4832
C4 -0.2800 0.2760 0.9160
C5 1.4912 1.2384 -0.2380
N1 2.2535 -1.1506 -0.3453
N2 -1.8799 0.0303 -0.6643
N3 -0.3077 -1.0557 0.6430
H1 -1.6694 1.8862 0.2055
H2 -1.9615 -2.0041 -0.2526
H3 -0.7120 -1.5105 -1.4100
H4 0.1104 0.6306 1.8530
H5 1.8765 1.9246 0.4966
H6 1.0333 1.6706 -1.1138
H7 0.5828 -1.5649 0.5974

***

Record 3
# C31H48Br2ClGeN4O2SSi3V

A molecular structure, C31H48Br2ClGeN4O2SSi3V (ωB97M-V/def2-TZVPD, the OMol25 dataset).

Calculated values
* multiplicity: 4
* highest occupied orbital energy (spin up / spin down): -2.322 / -5.165 eV
* orbital gap (spin up / spin down): 4.045 / 6.943 eV
* lowest unoccupied orbital energy (spin up / spin down): 0.0633 / 0.0654 Ha
* total charge: -1
* largest force on an atom: 6.969 eV/A

CARTESIAN COORDINATES (ANGSTROEM)
V1 0.6975 1.7976 -0.4246
C1 -3.0608 -1.0696 -3.8755
C2 -3.4630 0.2780 -3.3620
C3 -4.7133 0.8125 -3.6353
C4 -5.0275 2.0820 -3.1813
C5 -4.1095 2.7745 -2.3755
C6 -4.3127 4.0582 -1.8422
Br1 -5.9238 5.0105 -2.2252
C7 -3.3741 4.6869 -1.0454
C8 -2.2192 4.0107 -0.7194
Br2 -0.8654 4.8908 0.2938
C9 -1.9494 2.6921 -1.1534
O1 -0.9278 2.0340 -0.7259
C10 -2.8816 2.1129 -2.0778
N1 -2.5588 0.9258 -2.6186
H1 -3.9291 -1.6220 -4.2261
H2 -2.5726 -1.6269 -3.0798
H3 -2.3591 -0.9670 -4.7049
H4 -5.4346 0.2511 -4.2116
H5 -5.9716 2.5343 -3.4436
H6 -3.5391 5.6848 -0.6703
C11 5.1237 0.2569 3.3709
C12 3.8883 1.0489 3.6802
C13 3.5879 1.3976 4.9979
C14 2.4496 2.1691 5.1814
N2 1.6652 2.5136 4.1892
C15 1.9904 2.0741 2.9648
S1 0.8448 2.5137 1.7815
N3 3.0979 1.3810 2.6713
H7 5.9761 0.6589 3.9156
H8 5.3294 0.2698 2.3036
H9 4.9781 -0.7765 3.6845
H10 4.2031 1.0940 5.8299
H11 2.1517 2.5181 6.1642
Cl1 3.3136 5.5746 -2.6804
C16 3.4291 3.9151 -2.1975
C17 4.4929 3.1316 -2.6510
C18 4.5353 1.8214 -2.1726
C19 3.5479 1.3563 -1.3392
N4 2.4844 2.1002 -0.9481
C20 2.4787 3.3941 -1.3587
H12 5.2402 3.5427 -3.3074
H13 5.3448 1.1689 -2.4643
H14 3.5969 0.3426 -0.9616
H15 1.6917 4.0372 -0.9669
C21 0.4983 -3.7335 3.3565
Si1 0.8503 -2.0239 2.5503
C22 2.7367 -2.0185 2.2296
C23 0.4438 -0.7616 3.9262
Ge1 -0.2610 -1.5107 0.4756
Si2 -0.0445 -3.5372 -0.8776
C24 -0.9389 -3.6916 -2.5765
C25 -0.5661 -5.1050 0.0935
C26 1.8142 -3.7995 -1.3061
Si3 -2.4472 -0.7219 1.1643
C27 -3.8976 -0.8223 -0.0824
C28 -2.9332 -2.0091 2.5145
C29 -2.4139 1.0070 1.9694
H16 0.7209 -3.7147 4.4187
H17 1.1025 -4.5158 2.9108
H18 -0.5418 -4.0183 3.2494
H19 3.2998 -2.3955 3.0777
H20 3.0629 -1.0066 2.0178
H21 2.9865 -2.6315 1.3693
H22 1.2147 -0.7209 4.6904
H23 -0.4908 -1.0005 4.4240
H24 0.3422 0.2341 3.5098
H25 -2.0161 -3.7455 -2.4518
H26 -0.6383 -4.5882 -3.1160
H27 -0.7137 -2.8435 -3.2159
H28 -1.6087 -5.0544 0.3882
H29 0.0185 -5.2081 0.9992
H30 -0.4319 -6.0111 -0.4891
H31 2.2272 -2.9291 -1.8074
H32 1.9767 -4.6578 -1.9523
H33 2.3957 -3.9579 -0.4034
H34 -3.8930 -1.7638 -0.6228
H35 -3.8504 -0.0203 -0.8068
H36 -4.8506 -0.7409 0.4324
H37 -2.8876 -3.0145 2.1042
H38 -3.9361 -1.8526 2.9001
H39 -2.2431 -1.9693 3.3503
H40 -1.6112 1.5951 1.5314
H41 -2.2150 0.9527 3.0346
H42 -3.3443 1.5497 1.8257
C30 0.9661 -0.2333 -0.3933
H43 1.9289 -0.3549 0.1023
H44 1.0912 -0.5363 -1.4378
C31 0.5961 0.7409 -4.1663
O2 0.1583 1.4390 -3.0340
H45 -0.0185 0.9906 -5.0410
H46 0.5643 -0.3450 -4.0113
H47 1.6261 1.0414 -4.3610
H48 -0.7743 1.1600 -2.8463

***

Record 4
# C2H9N2O

2 unconnected molecules or ions with the total composition C2H9N2O (ωB97M-V/def2-TZVPD, the OMol25 dataset).

Calculated values
* highest occupied orbital energy: -14.764 eV
* orbital gap: 11.545 eV
* lowest unoccupied orbital energy: -0.1183 Ha
* total charge: +1
* largest force on an atom: 0.904 eV/A

CARTESIAN COORDINATES (ANGSTROEM)
C1 1.8652 -0.8731 -1.0919
N1 1.1384 0.4166 -0.8956
H1 2.8287 -0.6724 -1.5506
H2 2.1009 -1.2951 -0.1214
H3 1.2952 -1.5642 -1.7036
H4 0.2709 0.2929 -0.2947
H5 0.8586 0.7456 -1.8328
H6 1.7943 1.0912 -0.4928
C2 -1.5610 -0.1350 1.4154
N2 -2.4161 0.8728 1.2610
O1 -0.7880 -0.5828 0.5705
H7 -1.6256 -0.5813 2.4080
H8 -3.1390 0.9802 1.9544
H9 -2.6225 1.3047 0.3741

***

Record 5
# C4H10N2O

C4H10N2O in the gas phase (ωB97M-V/def2-TZVPD, the OMol25 dataset).

Calculated values
* highest occupied orbital energy: -8.875 eV
* orbital gap: 9.707 eV
* lowest unoccupied orbital energy: 0.0305 Ha
* total charge: 0
* largest force on an atom: 3.404 eV/A

CARTESIAN COORDINATES (ANGSTROEM)
O1 2.2263 0.6643 1.0330
C1 1.1823 0.8148 0.4061
C2 -0.1128 0.1616 0.8702
C3 0.1255 -0.6722 2.2234
N1 -0.7204 -0.6528 -0.1885
C4 -1.0397 0.1907 -1.4063
N2 -0.2159 0.0988 -2.6547
H1 0.9560 1.4097 -0.5262
H2 -0.6583 1.0239 1.1133
H3 0.7843 -1.5371 1.9745
H4 0.6470 0.0788 2.9238
H5 -0.8673 -0.8830 2.5329
H6 -0.1161 -1.4860 -0.3178
H7 -0.8017 1.1839 -1.0142
H8 -2.0386 0.0279 -1.7196
H9 0.7481 0.4606 -2.4781
H10 -0.0985 -0.8839 -2.7717

***

E per entry: -171697.042 -9766.210 -312264.567 -7241.861 -9336.165 eV
Relative energy (zero: lowest compared OMol25 entry of this formula, charge and spin) per entry: 0.0 73.3 45.3 11.4 65.1 kcal/mol